Record 1
Here is 2 unconnected molecules or ions with the total composition C3H5FO2S from OMol25. Energies are from ωB97M-V/def2-TZVPD.

Structure (XYZ):
```
12
Properties=species:S:1:pos:R:3:forces:R:3
C 0.5033 0.9718 -1.2180 2.3591 -0.6414 -0.7953
C -0.1357 0.0135 -0.6049 -2.4721 -0.4800 0.6395
C -1.4669 -0.0879 0.0348 -1.3087 2.7993 -0.1875
O 2.5012 -0.0651 0.9093 -0.0298 -0.2367 0.0787
O 0.4744 -0.7333 2.0719 -1.0548 0.4384 1.2941
F 0.2913 -1.2927 -0.4313 1.3977 0.0004 -1.9662
S 1.6464 -1.1142 1.3867 2.0660 -0.2830 0.0730
H 1.5231 0.7377 -1.6329 -1.1955 0.4076 0.4616
H 0.1413 1.9868 -1.3135 -0.2415 -0.2784 0.1376
H -2.2352 -0.5197 -0.5888 -0.1451 0.1345 -0.5774
H -1.8483 0.8222 0.5481 0.2642 -0.1081 -0.9770
H -1.3949 -0.7190 0.8386 0.3606 -1.7526 1.8187
```
Positions in Å, forces in eV/Å.

Summary:
HOMO level: -10.3 eV
relative energy (zero: lowest compared OMol25 entry of this formula, charge and spin): 146.65 kJ/mol

---

Record 2
Here is C3H5FOS in the gas phase from OMol25. Energies are from ωB97M-V/def2-TZVPD.

Structure (XYZ):
```
11
Properties=species:S:1:pos:R:3:forces:R:3
F -2.8948 -0.6746 0.0099 -0.6738 -0.5603 -0.0715
C -2.0251 0.3866 0.0598 -1.3059 0.7341 -0.2645
C -0.6705 -0.1779 -0.0603 0.9520 -0.9671 0.3685
O 0.1718 0.9473 -0.1123 0.5636 0.6109 0.4015
C 1.5033 0.8131 0.0561 -1.6690 1.0164 -0.3650
S 2.2192 -0.6182 0.0127 0.8976 0.1266 0.2338
H -2.2538 0.9364 0.9886 0.5670 -0.2077 -0.2255
H -2.2391 1.0525 -0.7797 -0.0522 0.0019 -0.0204
H -0.4589 -0.7936 0.8278 0.2010 0.1515 -0.2331
H -0.5184 -0.8313 -0.9396 -0.3136 0.3927 0.2556
H 1.7957 1.8903 0.1751 0.8335 -1.2991 -0.0794
```
Positions in Å, forces in eV/Å.

Summary:
HOMO level: -9.3 eV
SMILES: FCCOC=S
relative energy (zero: lowest compared OMol25 entry of this formula, charge and spin): 75.62 kJ/mol

---

Record 3
Here is a molecular structure, C3H5FeLiO4 from OMol25. Energies are from ωB97M-V/def2-TZVPD.

Structure (XYZ):
```
14
Properties=species:S:1:pos:R:3:forces:R:3
Fe -1.2371 1.6622 -0.2295 -0.0387 -1.7043 0.7555
O -1.9476 0.5226 1.2861 -0.0329 6.3229 -1.8659
C -1.9186 -0.6817 1.4780 0.5048 -5.7304 0.8970
H -1.5976 -1.3803 0.6823 -0.2133 0.1692 0.3022
H -2.1597 -1.0965 2.4715 0.0686 0.1784 -0.2387
C 1.4646 0.9931 0.3012 -2.3460 -0.6891 -2.1493
O 1.5793 0.0276 -0.8086 0.8295 1.1140 1.1759
C 0.5235 -0.3868 -1.4252 0.5570 -2.5682 -0.0194
O -0.6089 0.0911 -1.3167 -0.9634 1.4544 0.0417
O 0.7610 -1.5182 -2.0526 -0.0818 1.2828 0.2969
Li 3.3148 1.0466 1.2638 0.6656 0.0210 0.3117
H 1.1990 1.9594 -0.1701 0.7062 0.3155 0.3756
H 0.6775 0.6120 0.9791 0.5370 -0.0178 0.4524
H -0.0503 -1.8511 -2.4593 -0.1926 -0.1485 -0.3357
```
Positions in Å, forces in eV/Å.

Summary:
HOMO level (alpha / beta): -13.9 / -17.3 eV
spin multiplicity: 7
⟨S²⟩: 12.034
net charge: +2

---

Record 4
Here is a molecular structure, C3H5HgO3 from OMol25. Energies are from ωB97M-V/def2-TZVPD.

Structure (XYZ):
```
12
Properties=species:S:1:pos:R:3:forces:R:3
H -0.0288 3.0591 0.1403 0.5557 0.8363 -0.6197
O -0.1510 0.5712 0.6974 2.1007 -0.9029 1.1180
C 1.1063 0.2088 0.2350 -4.1521 2.5418 -4.2570
C -1.0417 -0.5519 0.5193 -0.0805 -0.2382 0.3337
O 1.9164 1.1077 0.0003 3.0865 -7.4853 3.4307
O 0.9666 -0.7419 -0.6655 0.9364 -1.2096 1.1487
C -0.2939 -1.4237 -0.4990 -0.3197 -0.4613 0.0358
Hg 1.5700 2.8859 -0.4710 -2.5092 6.5903 -1.0527
H -2.0068 -0.1856 0.1588 0.3113 0.0712 0.1027
H -1.1620 -1.0338 1.4947 -0.0831 0.0318 -0.2763
H -0.7833 -1.4613 -1.4768 0.2624 0.0224 0.1874
H -0.0918 -2.4345 -0.1335 -0.1083 0.2034 -0.1512
```
Positions in Å, forces in eV/Å.

Summary:
HOMO level: -14.6 eV
relative energy (zero: lowest compared OMol25 entry of this formula, charge and spin): 0.00 kJ/mol
net charge: +1

---

Record 5
Here is a molecular structure, C3H5IN2 from OMol25. Energies are from ωB97M-V/def2-TZVPD.

Structure (XYZ):
```
11
Properties=species:S:1:pos:R:3:forces:R:3
C -1.1433 0.3208 -0.4754 -0.8648 -2.6478 -0.2780
C -1.0038 1.4200 -0.9422 0.5362 1.5914 -0.4019
C 0.3661 -0.3521 0.6449 2.5326 -1.8605 0.1483
N 1.5632 -0.1240 0.0457 -1.3777 1.5719 0.1575
N 1.9483 1.1769 -0.0279 -1.7555 -1.6801 1.2783
I 3.3219 1.6117 -1.3301 1.3659 0.1059 -1.3563
H -1.5220 -0.7073 -0.3862 -0.2727 1.2890 -0.2107
H -0.7457 2.4101 -1.2509 -0.1131 -0.1683 0.0135
H -0.0313 0.2563 1.4324 0.4770 0.3906 0.1568
H 0.2733 -1.4342 0.7696 -0.5494 0.2453 0.0276
H 1.8989 -0.9084 -0.5607 0.0216 1.1625 0.4650
```
Positions in Å, forces in eV/Å.

Summary:
HOMO level (alpha / beta): -7.1 / -7.4 eV
relative energy (zero: lowest compared OMol25 entry of this formula, charge and spin): 502.27 kJ/mol

---

Record 6
Here is C3H5IN2 in the gas phase from OMol25. Energies are from ωB97M-V/def2-TZVPD.

Structure (XYZ):
```
11
Properties=species:S:1:pos:R:3:forces:R:3
C 0.9610 -0.8229 -0.2862 3.8469 3.1437 -0.6161
C 0.3043 -1.8041 0.1914 -1.2319 -1.0915 0.0443
C 0.8131 0.7789 0.1351 2.7991 -3.5955 -1.5651
N -0.5640 0.9704 -0.0200 -3.0948 2.7025 -1.4446
N -1.3813 0.0924 0.5697 0.2380 0.6610 0.6613
I -3.2445 -0.0038 -0.1542 -0.2923 0.2805 -0.2578
H 1.9590 -0.8733 -0.7618 -0.5451 -0.7726 -0.0955
H -0.6772 -1.7857 0.6409 0.3563 -0.7888 0.2932
H 1.1993 0.5713 1.1640 -0.5854 1.6152 -0.4408
H 1.5481 1.4410 -0.5785 -2.2921 -1.5181 2.0350
H -0.9178 1.4359 -0.9005 0.8012 -0.6362 1.3860
```
Positions in Å, forces in eV/Å.

Summary:
HOMO level (alpha / beta): -7.0 / -9.5 eV
spin multiplicity: 3
relative energy (zero: lowest compared OMol25 entry of this formula, charge and spin): 245.81 kJ/mol
⟨S²⟩: 2.016

---

Record 7
Here is C3H5IN2Si in the gas phase from OMol25. Energies are from ωB97M-V/def2-TZVPD.

Structure (XYZ):
```
12
Properties=species:S:1:pos:R:3:forces:R:3
C 1.7165 0.4322 0.9585 1.4114 0.2085 -1.0201
C 1.5388 0.6924 -0.4099 -0.8107 1.3944 -1.5977
C -0.5293 -0.2348 0.0860 3.6703 0.2158 2.5032
N 0.8497 -0.2084 1.6587 -3.0289 0.2113 -2.7423
N 0.2386 0.3373 -0.8122 1.3505 -0.0665 0.7342
Si -2.2807 -0.6290 0.2401 -0.1855 0.5144 -1.1688
I -3.2935 0.2369 -1.8982 0.2142 0.0073 0.4915
H 2.7450 0.7710 1.2863 -1.2590 -0.6528 0.4857
H 2.1585 1.4222 -1.0233 -1.0246 -1.4157 0.7102
H -0.0516 0.4358 -1.8005 0.0855 0.1290 0.8382
H -2.7673 0.0317 1.4104 -0.4547 0.3754 0.5810
H -2.7258 -1.9823 0.1412 0.0316 -0.9211 0.1850
```
Positions in Å, forces in eV/Å.

Summary:
HOMO level: -8.1 eV
relative energy (zero: lowest compared OMol25 entry of this formula, charge and spin): 319.98 kJ/mol

---

Record 8
Here is a molecular structure, C3H5IN4 from OMol25. Energies are from ωB97M-V/def2-TZVPD.

Structure (XYZ):
```
13
Properties=species:S:1:pos:R:3:forces:R:3
C -0.9821 0.7627 -1.6885 2.1522 -0.7897 3.4501
C 0.0772 -1.3010 1.2033 0.4362 -0.6234 1.1021
C 0.2301 0.3206 1.1061 3.2738 -3.7065 -1.2941
N -0.1963 1.0427 -2.6037 -2.9413 0.0652 -0.6668
N 1.0687 1.1581 -2.2841 2.8369 0.1749 -0.8639
N 1.3089 0.8787 -1.0669 1.0702 -0.0360 2.1041
N 0.3261 0.5547 -0.3432 -3.6734 1.1535 -2.7773
I -2.9295 0.4088 -1.2616 0.1341 0.0300 -0.1949
H -0.1295 -1.7216 2.2334 0.4359 0.9953 -0.7275
H 1.0831 -1.7256 0.9047 -1.0706 0.6045 0.2954
H -0.6670 -1.9043 0.6115 0.4032 1.5592 -0.0287
H 1.2251 0.5508 1.6105 -0.9740 -0.2904 -0.9697
H -0.4148 0.9752 1.5783 -2.0833 0.8635 0.5712
```
Positions in Å, forces in eV/Å.

Summary:
HOMO level: -9.2 eV
relative energy (zero: lowest compared OMol25 entry of this formula, charge and spin): 309.26 kJ/mol

---

Record 9
Here is a molecular structure, C3H5LaO4 from OMol25. Energies are from ωB97M-V/def2-TZVPD.

Structure (XYZ):
```
13
Properties=species:S:1:pos:R:3:forces:R:3
O -1.2090 -1.7618 0.8736 1.4425 1.9208 -1.0214
C -0.7828 -0.9985 0.0084 -2.9310 -2.5927 0.5176
C -1.4179 1.4912 0.3978 -0.2845 0.4620 0.1589
O -0.2833 0.6882 0.6251 2.6108 0.7324 -0.1417
O -1.6038 -0.4357 -0.9444 0.6412 0.3658 -0.1450
C -2.3962 0.5951 -0.3689 -0.5253 -0.4203 0.2507
H -1.1875 2.3930 -0.1922 0.1327 -0.1996 0.1400
H -1.8709 1.8104 1.3495 0.2529 -0.0604 -0.2588
H -2.9193 1.1232 -1.1741 0.1620 -0.2789 0.2161
H -3.1153 0.1382 0.3270 0.0903 0.1628 -0.2722
O 0.4245 -1.3214 -0.6489 1.7745 1.0541 -0.1883
H 0.8201 -2.0834 -0.2094 -0.5070 -0.4562 0.1919
La 2.0528 0.7945 -0.1996 -2.8591 -0.6898 0.5521
```
Positions in Å, forces in eV/Å.

Summary:
HOMO level (alpha / beta): -11.2 / -13.0 eV
spin multiplicity: 2
relative energy (zero: lowest compared OMol25 entry of this formula, charge and spin): 149.96 kJ/mol
⟨S²⟩: 0.751
net charge: +1

---

Record 10
Here is a molecular structure, C3H5LiO3Tl from OMol25. Energies are from ωB97M-V/def2-TZVPD.

Structure (XYZ):
```
13
Properties=species:S:1:pos:R:3:forces:R:3
O 0.3564 -0.2270 -0.3484 0.4561 -0.6809 0.3307
C 1.1093 0.7860 0.1009 0.6511 -0.5751 -0.6245
C -1.0160 0.0718 -0.2272 -1.9208 1.2470 -0.6720
O 2.3272 0.6934 0.1358 -1.5825 0.5357 0.4473
O 0.3347 1.8220 0.4033 1.5013 0.8545 0.5445
C -0.9716 1.5937 -0.0694 -1.1119 -0.2327 -0.2662
Li 2.3541 -3.6895 1.5781 -0.4564 0.0256 0.0370
H -1.1222 -2.6871 -0.1198 0.6598 -0.1863 0.1809
H -1.5923 -0.3307 0.6095 0.9779 -0.7563 -0.0443
H -1.7038 1.9409 0.6625 0.2745 0.0897 -0.0323
H -1.1391 2.1194 -1.0124 0.2583 0.0922 0.0719
H -1.5593 -0.1830 -1.1470 0.4567 -0.3085 0.3567
Tl 2.6227 -1.9101 -0.5659 -0.1642 -0.1048 -0.3297
```
Positions in Å, forces in eV/Å.

Summary:
HOMO level (alpha / beta): -5.7 / -5.3 eV
spin multiplicity: 2
relative energy (zero: lowest compared OMol25 entry of this formula, charge and spin): 404.41 kJ/mol
⟨S²⟩: 0.765

---

Record 11
Here is a molecular structure, C3H5MgNaO4 from OMol25. Energies are from ωB97M-V/def2-TZVPD.

Structure (XYZ):
```
14
Properties=species:S:1:pos:R:3:forces:R:3
Na -0.7803 1.7336 2.3391 0.2765 -0.6117 -0.5572
Mg -1.2123 -1.3729 1.2383 1.0396 -0.0596 -0.7519
O 1.8871 -1.1045 1.3539 -0.8430 -0.1663 -2.0482
O 0.6784 -1.7658 -0.4397 0.1448 0.6227 1.9627
O 0.5874 0.4415 0.2993 -0.7182 0.0926 1.0883
C -0.5252 0.7072 -0.5822 0.3294 -0.0169 -0.4556
C -1.8780 0.2096 -0.0550 0.1045 0.5597 -0.2532
C 1.3914 -0.7670 0.0558 -0.5293 0.3719 0.4426
H -0.4858 1.8061 -0.6742 -0.0977 -0.2437 -0.2853
H -0.2920 0.2523 -1.5559 -0.1403 0.2632 0.2424
H -2.4774 -0.1120 -0.9237 0.0045 -0.0755 0.4279
H -2.4456 1.0577 0.3835 0.0326 -0.2535 -0.0293
O 2.3912 -0.2612 -0.7834 0.3563 -0.3394 0.3555
H 3.1612 -0.8247 -0.6559 0.0401 -0.1435 -0.1387
```
Positions in Å, forces in eV/Å.

Summary:
HOMO level (alpha / beta): -8.7 / -5.6 eV

---

Record 12
Here is C3H5N in the gas phase from OMol25. Energies are from ωB97M-V/def2-TZVPD.

Structure (XYZ):
```
9
Properties=species:S:1:pos:R:3:forces:R:3
C -1.0348 0.2964 0.2106 -0.5483 -0.5312 -0.4692
C 0.2978 0.0970 -0.5499 -0.4826 -0.0297 -0.6269
C 1.4203 -0.6221 0.0980 -2.9404 2.5961 -2.0977
N 1.5967 0.6002 0.0566 0.3716 1.1018 0.3535
H -1.7203 1.1469 -0.0985 1.2791 -0.7075 0.2699
H -0.7866 0.3522 1.2715 -0.2205 0.2932 0.0367
H -1.6895 -0.6196 0.1044 0.7884 0.7576 -0.0136
H 0.2453 0.2149 -1.6603 0.1545 -0.3903 1.0248
H 1.6712 -1.4658 0.5676 1.5982 -3.0899 1.5224
```
Positions in Å, forces in eV/Å.

Summary:
HOMO level: -9.6 eV
SMILES: C[C@@H]1C=N1
relative energy (zero: lowest compared OMol25 entry of this formula, charge and spin): 221.77 kJ/mol

---

Respective molecular weight values: 124.136, 108.137, 167.855, 289.660, 195.991, 195.991, 224.077, 224.005, 243.975, 300.394, 152.364, 55.080 Da.